# C7H14N2P

An isolated ion of composition C7H14N2P and charge +1 in a non-equilibrium geometry (wB97M-V/def2-TZVPD, the Open Molecules 2025 dataset).

Last column: Löwdin charge in e.
CARTESIAN COORDINATES (ANGSTROEM)
C  0.598  1.202  -1.547  -0.2342
C  1.142  0.834  1.036  -0.1238
C  -1.287  0.794  0.253  -0.1879
C  0.422  -0.061  -2.256  -0.0940
C  0.674  -0.509  1.925  -0.1650
C  -1.507  -0.516  1.011  -0.2749
C  0.152  1.349  0.033  -0.3132
N  0.258  -3.079  -0.787  -0.1009
N  -0.299  -1.334  1.187  -0.2114
P  0.245  -1.540  -0.569  1.1276
H  1.634  1.573  -1.639  0.1303
H  -0.154  1.903  -1.947  0.1226
H  1.301  1.567  1.874  0.1309
H  2.143  0.454  0.646  0.1293
H  -1.902  0.548  -0.642  0.1161
H  -1.887  1.673  0.634  0.1381
H  -0.296  -0.382  -3.042  0.1069
H  1.441  -0.519  -2.439  0.0833
H  1.453  -1.054  2.305  0.0859
H  0.168  -0.103  2.754  0.1002
H  -1.862  -0.423  2.027  0.1139
H  -2.431  -1.177  0.611  0.1702
H  -0.196  2.452  0.133  0.1626
H  0.189  -3.652  -1.561  -0.0126

Properties
HOMO-LUMO gap (spin up / spin down): 7.998 / 7.997 eV
energy: -725.5707 Eh
spin multiplicity: 1
charge: +1
ΔE to the lowest compared entry with this formula, charge and spin: 375.9 kJ/mol
LUMO level (spin up / spin down): -5.563 / -5.563 eV